Entry 1:
ORCA calculation (wB97M-V/def2-TZVPD) on a cluster of 7 separate species, C5H22N2O7 in total in a non-equilibrium geometry.

The energy relative to the best compared isomer or geometry (same formula, charge and spin) comes out at 117.5 kcal/mol. The electronic energy comes out at -839.7499 a.u. As for the structure (SMILES): N/C=C/C[C@H](N)C=O.O.O.O.O.O.O. Its spin multiplicity is 1. For the largest force on an atom, the calculation gives 0.1395 Eh/bohr. The highest occupied orbital energy comes out at -8.214 eV.

Structure (XYZ):
```
36
Properties=species:S:1:pos:R:3:forces:R:3
H -3.90190 -0.88358 0.86216 0.2048 -0.3968 -0.1181
H 2.40158 3.07456 1.25530 -0.7792 -0.3732 -1.8865
H -2.98879 -0.79455 2.23375 0.4267 -0.2765 -1.8066
H 0.36341 -2.89028 -1.29764 0.2527 1.7367 0.6602
H -2.15140 -3.81852 -0.21681 0.7933 -0.8340 -0.4757
O 3.39669 1.52181 -2.99667 -0.6576 -1.1663 0.8185
H -2.61325 2.73706 -1.40789 -0.1962 -0.6508 0.4375
H -1.86886 -1.06546 -0.49598 0.5395 -0.1965 -0.0477
C 0.97551 -2.00189 -0.88481 -3.5822 -2.0189 3.1045
H 2.92817 0.73651 -2.64608 -0.1306 0.1145 -1.1542
H -0.61190 -1.13592 2.02448 -0.2671 -1.8088 -1.8194
H -3.25985 2.12385 -2.73684 1.8081 1.9232 1.3635
C 0.61710 -1.52321 0.37083 2.1308 0.3737 -2.5093
H 2.87462 -1.50996 -1.48482 3.7407 1.7669 1.7378
H 1.95193 -2.08103 -2.73027 -0.1466 0.4910 3.1987
H 3.69841 1.75686 -2.12034 0.7864 1.0325 0.3073
H 1.19415 2.74439 3.94133 -0.9630 1.0260 0.3908
O 3.57193 0.26529 -0.02812 6.2463 -0.1688 3.5211
H 1.27712 -0.75913 0.87115 -0.7080 -0.9589 -0.6690
H 2.79312 0.59005 -0.26153 -5.7063 2.2835 -1.6721
H 0.72597 1.64146 2.95537 -5.2524 -1.7965 -3.6273
O 1.35081 1.95515 3.46777 6.2493 0.8249 3.1828
H -0.73728 -2.92089 1.51282 0.7676 1.2164 -0.4157
N 2.01341 -1.81555 -1.66744 -1.3200 -1.3905 -6.1375
H 1.26793 3.13958 0.19566 -2.2642 0.7996 -0.2245
C -2.75915 -2.94013 -0.07695 3.8079 1.7813 2.0737
C -1.95107 -1.63442 0.44156 -4.1331 0.9036 -1.9007
O 2.14612 2.88028 0.29818 3.0158 -0.4914 2.1327
H -1.47202 1.86485 0.32706 -0.6641 -0.6690 0.0890
O -2.19792 1.57921 -0.24812 0.2920 0.3389 0.1656
O -2.61763 2.82955 -2.35587 -1.8031 -0.8199 -2.8395
O -3.91521 -2.97849 -0.17594 -3.4927 0.1088 -0.5381
N -2.94819 -0.71397 1.17658 0.6566 -0.6615 1.3544
H 3.87061 0.97282 0.65987 -0.5930 -2.0706 -1.8641
H -2.78039 0.91811 0.17149 0.7925 0.0569 0.8224
C -0.64378 -1.86441 1.06677 0.1486 -0.0298 4.3453
```
Positions in Å, forces in eV/Å.

***

Entry 2:
ORCA calculation (wB97M-V/def2-TZVPD) on a cluster of 6 separate species, C5H22O6 in total in a non-equilibrium geometry.

The energy relative to the best compared isomer or geometry (same formula, charge and spin) comes out at 72.3 kcal/mol. The electronic energy comes out at -655.0254 a.u. As for the structure (SMILES): CO.CO.CO.CO.CO.O. Its spin multiplicity is 1. For the largest force on an atom, the calculation gives 0.0527 Eh/bohr. The highest occupied orbital energy comes out at -9.595 eV.

Structure (XYZ):
```
33
Properties=species:S:1:pos:R:3:forces:R:3
H 0.06197 2.91827 2.06281 0.1712 0.3036 -0.1402
H 2.66591 -3.60459 1.06429 -0.0758 -0.4740 0.2120
H 0.61841 1.38161 1.34423 -0.6107 0.2773 -0.1515
H -1.37902 -1.36094 -1.02804 -0.4180 0.2030 -0.0491
O 0.58281 -4.00591 1.04622 0.3782 0.2972 0.0602
O 1.88345 2.84295 0.92105 -0.0166 0.2248 0.5614
C 0.93086 2.30388 1.83999 -0.0641 -1.7088 -0.4341
H -1.42196 0.33389 -0.40581 0.4801 -0.0128 0.0103
H 1.76478 -2.59014 0.01653 -0.3749 -0.0160 -0.1240
C 2.40342 1.98138 -2.83661 -2.0758 -1.5730 -0.7564
O 2.50156 0.19298 -0.06970 0.0936 -0.0982 0.5239
H -6.22264 0.09672 1.62047 0.0341 0.0188 0.0807
H -2.21036 -0.91179 0.53717 -0.3715 -0.0909 -0.6310
H 3.28864 2.31778 -2.30519 -0.1327 -0.1876 0.3475
C -5.12990 0.04695 -0.00193 0.5493 0.4654 -0.0053
H 2.31206 3.61149 1.31077 0.0121 -0.0266 -0.0320
H 0.52237 -0.86197 0.22754 0.1623 0.0499 0.1023
H 0.14276 -3.20342 1.35195 -0.0656 0.0253 -0.1095
C 1.78832 -3.61019 0.41096 -0.0434 0.2613 -0.2446
C -1.37292 -0.72553 -0.13909 -0.4770 -0.6503 0.7830
H 2.32920 0.18723 -1.89801 -0.0565 0.4233 -0.2504
H 1.94361 -4.26773 -0.44270 0.2103 -0.0973 0.1008
H 2.88956 -0.31464 0.65253 0.0730 -0.0204 -0.1196
H -4.38068 -0.71904 -0.19658 -0.0611 0.0094 -0.2198
H -4.76419 1.01483 -0.35476 0.1742 -0.0802 -0.1136
O 1.99858 0.58389 -2.72066 1.1882 -0.1429 -0.0191
O -0.28536 -1.12838 0.68395 0.7234 0.6383 -0.1448
H 2.55089 1.11987 0.22460 -0.1299 0.0725 -0.1007
H 1.43498 2.41167 -2.57582 0.6668 1.3275 0.3590
H -6.02282 -0.15817 -0.59394 -0.2187 -0.2385 0.4050
H 2.52321 2.13324 -3.90910 0.3241 0.1953 0.0426
O -5.28612 0.13060 1.41221 -0.5000 -0.1721 -0.1745
H 1.33863 1.85322 2.75067 0.4517 0.7965 0.2314
```
Positions in Å, forces in eV/Å.